Here is C5H10O as an isolated structure from the OMol25 dataset. Energies are from ωB97M-V/def2-TZVPD.

Atoms and positions in Å:
O 1.3926 -1.0987 0.6657
C 1.2134 -0.2137 -0.2680
C 0.3908 0.9339 0.0971
C -0.9622 0.5642 0.6702
C -1.2725 -0.6628 -0.2164
C -0.1099 -0.6000 -1.2201
H 1.5618 0.1745 1.7187
H 2.0497 0.0405 -0.9479
H 1.3899 0.9781 1.7111
H 0.4852 1.8671 -0.4629
H -1.6820 1.3771 0.5470
H -0.8942 0.3134 1.7307
H -1.2123 -1.5837 0.3631
H -2.2513 -0.6134 -0.7009
H 0.2056 -1.5592 -1.6338
H -0.3045 0.0827 -2.0538

M (u): 86.134
Charge: 0
ΔE to the lowest compared entry with this formula, charge and spin (kJ/mol): 475.5
Lowest unoccupied orbital energy (spin up / spin down) (eV): -0.4 / -0.4
Calculated total energy (a.u.): -271.57149
E_HOMO (spin up / spin down) (eV): -8.8892 / -8.8895

Atomic partial charges in e from the Löwdin method, atoms 1 to 2: -0.158 -0.571